Entry 1:
Below is C15H24 in the gas phase at a distorted geometry, with properties calculated with the ωB97M-V functional and the def2-TZVPD basis.

Structure (SMILES): C=C[C@]1(C)CCC(=C(C)C)C=C1C(C)C
Net charge: 0
Energy above the lowest of the compared OMol25 structures with the same formula, charge and spin (kJ/mol): 247.4

Structure (XYZ):
```
39
C15H24, DFT the ωB97M-V functional and the def2-TZVPD basis
C -2.22179 -0.20775 -1.12028
H -2.52783 -0.29132 -0.07490
C 1.13368 -1.24050 -1.52153
H -0.48302 2.35915 3.62357
H -0.36782 1.28475 5.01318
H 0.21291 1.79802 -2.72683
C 2.58513 -0.74915 -1.76491
C -0.72751 1.30288 3.99446
H 1.48632 -0.79762 1.13075
H 0.00199 -3.05016 -1.19085
H 1.35210 -2.77305 0.04102
C -0.18872 0.63290 1.58421
H 0.47836 -1.71701 3.01897
H -1.79023 1.16554 4.12839
C 0.23655 -0.40062 -0.61358
H -0.70471 2.75542 1.45046
C -1.04805 1.77602 1.04365
C 0.74336 -0.79328 3.49549
H 1.68762 -3.42072 -1.51578
H 2.65974 -0.25034 -2.70083
H -2.13277 1.73241 1.36027
C -0.86197 1.81867 -0.49858
C -0.49193 0.97949 -2.63898
H 2.94927 -0.10424 -0.92631
H -3.00568 0.33804 -1.62985
H -1.59061 2.44629 -0.98451
C 1.06355 -2.72772 -0.98894
H 3.24908 -1.65229 -1.71267
H 0.69017 -1.26962 -2.55682
C -0.77002 0.45020 -3.91938
C -0.89397 0.48507 -1.23083
C -0.05513 0.42036 2.98634
C 0.54150 -0.30435 0.71994
H 1.84012 -0.58764 3.26458
H -1.36448 -0.44805 -4.18851
H -2.26244 -1.20884 -1.50447
H -0.29387 0.88249 -4.75538
H 0.17267 2.28892 -0.61590
H 0.69842 -0.92234 4.52533
```

Atom charges from the natural (NBO) analysis, given in e for atoms 1 to 2: C -0.605; H 0.219

***

Entry 2:
Below is 2 unconnected molecules or ions with the total composition C15H24BBr3Cl2F4O11P at a distorted geometry, with properties calculated with the ωB97M-V functional and the def2-TZVPD basis.

Net charge: -1

Structure (XYZ):
```
61
C15H24BBr3Cl2F4O11P, DFT the ωB97M-V functional and the def2-TZVPD basis
F -2.60748 -2.23019 -5.00424
H -0.07948 0.39151 7.39484
H 0.51938 0.84384 2.44148
O -2.62832 3.14258 1.12780
H -1.24386 -0.24727 3.96364
Br -4.78462 -1.36722 -3.24035
O 0.21036 3.56171 -5.60716
H -3.35331 0.34663 -1.82583
H -1.56752 1.76195 -0.58051
F -2.73405 -2.73472 -2.20443
C -0.47463 -0.18380 6.55350
H 2.54558 0.60800 -4.72993
H 3.69522 -2.96804 2.06008
H 0.68639 1.28314 -1.27447
C 2.48441 1.50740 -4.11542
C 0.35158 -0.57616 -0.22941
O -1.01542 -0.63319 1.67527
C -2.06261 1.87427 1.49373
C -1.16014 1.37686 0.36088
H 2.69995 1.26717 -3.07864
F -0.87671 -2.09258 -3.73815
C -2.53409 -0.36868 -1.74630
O 1.22426 -0.45449 0.77630
Br 0.28248 -2.51915 -0.88887
O 1.85054 -3.43481 4.01025
C 1.17093 3.01093 -5.18447
Cl 0.55384 1.79751 5.03489
P 0.52095 -0.56433 2.40142
H -3.11840 -0.31521 0.32182
O 2.21434 0.01089 -1.70269
C -2.88748 -1.49582 -2.73183
O 2.44881 3.24725 -5.60318
C -2.31869 -0.76087 -0.27721
C 3.33950 2.61154 -4.70932
H -1.47265 2.00151 2.40706
Br -1.61704 0.25058 -4.70674
C -1.04043 -0.17349 0.35245
H -0.35002 -1.73127 4.34592
H 2.80793 -1.41440 -2.74782
C 0.37045 0.01468 5.31018
H -2.85457 1.15025 1.70763
H 2.74347 -3.65145 4.29744
H 1.37960 -0.36139 5.48192
H -0.48043 -1.24763 6.81622
B 1.83008 -2.91920 2.71215
C -2.04138 -1.51172 -4.03378
O 2.32406 -0.61391 -3.00497
H -2.37017 -1.83678 -0.11813
H 0.27600 -0.07473 -2.34739
H -1.51006 0.12542 6.37689
C 0.82917 0.21356 -1.45124
O 1.17479 2.06932 -4.22244
O 0.70509 -2.25462 2.32360
F 4.40381 2.13801 -5.40305
C -0.23844 -0.66998 4.10262
H -1.65598 0.16390 -2.11358
H 3.70186 3.34689 -3.98845
H -3.56951 3.12163 1.32672
H -0.16994 1.82132 0.49134
Cl 2.65106 -0.38306 3.15017
O 2.82151 -3.27009 1.79178
```

Atom charges from the natural (NBO) analysis, given in e for atoms 1 to 2: F -0.318; H 0.210

***

Entry 3:
Below is 8 unconnected molecules or ions with the total composition C15H24Cl9N3O6 at a distorted geometry, with properties calculated with the ωB97M-V functional and the def2-TZVPD basis.

Structure (SMILES): COC(=O)OC.COC(=O)OC.ClC(Cl)Cl.ClC(Cl)Cl.ClC(Cl)Cl.CC#N.CC#N.CC#N
Net charge: 0

Structure (XYZ):
```
57
C15H24Cl9N3O6, DFT the ωB97M-V functional and the def2-TZVPD basis
O -0.84135 -3.68387 2.24652
Cl 4.47518 -2.97818 -0.22750
N 5.31821 2.39490 -2.48730
H -0.87030 2.71859 -3.18023
O -1.81981 -2.17331 1.07416
H -3.21830 -0.94542 0.21073
H -1.69306 -0.14211 0.67043
N 2.40135 1.44644 3.00571
C -2.21814 -1.95653 -2.04323
H 4.25514 -0.23547 4.92400
H -7.22819 -0.09411 -0.80970
H -1.33532 4.23713 -4.02024
H 0.76767 -3.18568 3.48846
O -3.24430 -1.10595 -1.54954
C 3.26707 2.28060 -4.08867
C 5.15533 -1.54464 0.54327
H 3.35794 0.89708 5.95234
H 4.75819 1.48563 5.06891
C -0.18146 2.81861 -5.12358
O -4.87455 -2.51447 -2.27046
Cl -1.30657 4.63503 3.39883
Cl -0.25720 0.89389 -1.17667
Cl 6.83758 -1.80837 0.97973
C 3.06053 1.15837 3.90349
Cl -1.36687 1.75915 2.90887
H 0.82196 -4.76875 2.67375
C -1.21979 -2.41115 2.23027
H 1.09769 1.02158 0.72451
C -4.50449 -1.49620 -1.76180
H -2.60813 -2.62099 -2.81474
H -2.89932 -0.59237 1.88689
C 4.43034 2.35867 -3.20304
H 0.41117 3.04592 3.70476
C -6.67234 -0.89837 -1.28020
C 0.17962 -4.04535 3.16854
H -0.25275 -4.50127 4.06070
O -5.30104 -0.54106 -1.31196
H -7.04718 -1.02637 -2.29497
H -6.79227 -1.81085 -0.69794
Cl 4.19617 -1.09167 1.95578
Cl 0.40038 3.42568 1.38288
C 3.92074 0.79256 5.02436
H 5.09783 -0.72921 -0.16333
H 2.41179 2.07978 -3.43969
H -2.12026 2.70801 -4.40750
C -0.36039 3.19735 2.96508
H 3.10948 3.19731 -4.64233
C 1.10389 0.37872 -0.14698
H -1.48644 -1.32892 -2.54148
Cl 0.78748 -1.23971 0.49298
H -1.81052 -2.53923 -1.22436
Cl 2.60375 0.47722 -1.02544
C -2.42430 -0.89608 0.95109
N 0.59218 2.51968 -5.91186
C -1.17275 3.17049 -4.12305
H 3.38094 1.43111 -4.75640
O -1.07216 -1.62388 3.12712
```

Atom charges from the natural (NBO) analysis, given in e for atoms 1 to 2: O -0.503; Cl 0.018

***

Entry 4:
Below is 2 unconnected molecules or ions with the total composition C15H24ClN2O8 at a distorted geometry, with properties calculated with the ωB97M-V functional and the def2-TZVPD basis.

Net charge: -1
Energy above the lowest of the compared OMol25 structures with the same formula, charge and spin (kJ/mol): 0.0

Structure (XYZ):
```
50
C15H24ClN2O8, DFT the ωB97M-V functional and the def2-TZVPD basis
O 1.67019 3.89013 2.50528
C 1.48437 3.18236 1.53880
H 2.44384 4.73734 -1.84022
H 4.96660 5.03015 0.81693
H -0.11001 -2.10195 3.85834
H -2.10601 -2.40267 -5.64228
H 4.66979 3.28397 0.95814
H -3.34780 0.06100 -4.28899
H -1.78705 0.03758 -5.15198
H -0.01372 -1.12609 6.34688
H -1.69899 -5.10924 -2.80991
C -1.06567 -0.85867 6.18753
O -1.52342 1.10352 -2.92539
H 1.07901 -4.06899 -2.02103
O 2.02807 3.33103 0.32450
H -2.38830 -0.21678 4.62961
N 0.54444 1.42683 2.55603
Cl -0.21377 0.56603 -0.31908
C -0.21316 -1.94622 -1.16415
H -3.69994 -2.34564 -4.82067
C -1.16169 -1.78108 3.83542
H -1.45258 -1.55284 2.80150
N 0.54150 2.05532 1.48366
H -1.78272 -2.60767 4.19032
C 3.33714 4.51674 -1.24919
C 4.21885 4.27654 1.09344
H -0.44327 -4.59326 -3.98007
C -0.01469 -4.11290 -1.92533
C -1.35209 -0.57860 4.72548
C -2.95453 -1.76176 -5.37397
H -0.17087 -5.99034 -2.92224
H -3.42039 -1.41522 -6.29902
H -1.67730 -1.69816 6.53042
C -0.62605 -0.54943 -1.44995
H -0.27073 -4.45796 -0.91624
C 3.00180 4.44461 0.22632
C -1.36336 -0.07458 -2.64507
H 3.73504 3.55534 -1.59658
O 0.37270 -2.28926 -0.14796
C -0.70740 0.97393 3.07348
H 2.48028 5.36005 0.54503
H 3.95857 4.41928 2.14702
H 4.07986 5.29780 -1.43756
C -0.62127 -4.99828 -2.97770
O -1.78159 1.00555 2.51202
O -1.85110 -1.07030 -3.40007
O -0.54163 -2.79549 -2.14502
C -2.49732 -0.57035 -4.57674
O -0.44519 0.51535 4.32236
H -1.30844 0.00329 6.81788
```

Atom charges from the natural (NBO) analysis, given in e for atoms 1 to 2: O -0.597; C 0.860

***

Entry 5:
Below is a molecular structure, C15H24F4KO3PS2 at a distorted geometry, with properties calculated with the ωB97M-V functional and the def2-TZVPD basis.

Net charge: 0

Structure (XYZ):
```
50
C15H24F4KO3PS2, DFT the ωB97M-V functional and the def2-TZVPD basis
H 3.86278 -0.71282 -3.24993
H -1.24367 1.53122 -0.58416
H 4.23057 -0.95605 -1.37338
K 0.81950 -6.53050 2.58350
H -1.64803 1.57998 -2.90918
H 2.48586 -1.30367 4.46294
S 1.35184 1.50634 0.87430
F 3.06508 1.09166 0.89487
C 4.46622 1.27146 -2.19735
O 0.98348 2.61988 -0.09069
H 5.25575 1.40659 -1.33748
H 3.62147 2.08722 -1.98144
H -1.03249 3.52624 3.18969
P 0.08280 -0.25939 0.85263
H -1.78560 0.28868 -4.92607
H -2.19028 -1.32618 -1.62937
C -1.18688 0.38673 -0.38509
C -0.98676 0.42237 2.28910
C -1.46946 -0.38266 -1.77027
H -0.24885 0.47040 3.23079
C -1.67690 1.87272 2.14211
H -3.64008 0.44392 -4.61169
O 1.37316 2.23026 2.28911
H -1.55698 -2.15930 1.71764
C 1.24761 -1.02429 -0.47376
C 3.74693 -0.23835 -2.16059
S 1.93960 0.06856 -1.78911
H -1.23678 2.59424 1.31323
C 1.32760 -0.93129 2.19363
F -4.08050 0.75008 2.22941
C 0.40285 -3.21229 1.38421
H -3.37213 1.00822 -2.15816
H -1.83268 -0.30090 2.67479
H 4.88250 1.54276 -3.27166
F -3.56275 2.37651 0.55395
O -1.40352 2.60480 3.42896
C -2.39091 0.67016 -2.69546
H -0.62968 -0.72278 -2.46494
H -2.23599 0.15163 0.15970
H 0.76050 -1.95047 -1.05114
C -0.69886 -2.02610 0.94571
H 2.17935 -1.50188 0.10158
F -3.89271 3.05198 2.82354
C -3.29476 1.95628 1.97184
C -2.64361 -0.04119 -4.17166
C 2.17966 -1.18245 3.31526
H -1.11588 -2.43214 -0.06855
H 2.24082 -4.83873 2.16407
C 1.31567 -4.26873 1.68057
H -2.76485 -1.20876 -4.11598
```

Atom charges from the natural (NBO) analysis, given in e for atoms 1 to 2: H 0.217; H 0.289

***

no.,HOMO (eV),energy (eV)
1,-7.51,-15941.7117
2,-6.23,-294479.1248
3,-10.70,-145399.8746
4,-2.84,-47826.1415
5,-7.53,-80222.3534